Entry 1:
{"formula": "C7H14P", "method": "ωB97M-V with the def2-TZVPD basis set", "symbols": ["C", "C", "C", "C", "C", "C", "C", "P", "H", "H", "H", "H", "H", "H", "H", "H", "H", "H", "H", "H", "H", "H"], "positions_angstrom": [[-6.912, 0.477, -0.259], [-6.330, 1.685, -0.185], [6.370, -1.097, -0.060], [2.552, -0.711, -0.314], [-5.785, 2.327, -1.396], [6.910, 0.137, -0.664], [2.040, 0.352, 0.536], [4.678, -1.484, 0.127], [-6.979, 0.118, -1.327], [-7.425, 0.012, 0.516], [-6.278, 2.166, 0.754], [7.098, -1.763, 0.456], [1.966, -1.528, -0.763], [-5.298, 3.283, -1.329], [-6.654, 2.778, -1.908], [-5.261, 1.713, -2.064], [5.951, 0.702, -0.896], [7.523, -0.094, -1.419], [7.511, 0.657, 0.109], [2.240, 1.296, 0.153], [2.422, 0.343, 1.567], [0.841, 0.214, 0.667]], "charge": 1, "orbital_gap_ha": [0.1625, 0.1391]}

Entry 2:
{"formula": "C5H35N2O11", "method": "ωB97M-V with the def2-TZVPD basis set", "symbols": ["C", "C", "C", "C", "C", "N", "N", "H", "H", "H", "H", "H", "H", "H", "H", "H", "H", "H", "H", "H", "H", "H", "O", "H", "H", "O", "H", "H", "O", "H", "H", "O", "H", "H", "O", "H", "H", "O", "H", "H", "O", "H", "H", "O", "H", "H", "O", "H", "H", "O", "H", "H", "O"], "positions_angstrom": [[0.652, 0.572, 4.602], [0.712, -0.540, 3.522], [-0.836, -0.700, 3.077], [-0.937, -0.697, 1.620], [-1.691, 0.202, 1.003], [-1.659, 0.254, -0.477], [1.248, -1.811, 3.953], [-0.203, 0.458, 5.265], [1.590, 0.517, 5.137], [0.579, 1.513, 4.064], [1.253, -0.156, 2.660], [-1.055, -1.667, 3.525], [-1.482, -0.028, 3.652], [-0.409, -1.516, 1.117], [-2.156, 1.020, 1.539], [-2.471, 0.551, -1.014], [-0.872, 0.904, -0.692], [-1.291, -0.590, -0.935], [0.467, -2.377, 4.269], [2.008, -1.748, 4.614], [-5.228, -0.412, -2.664], [-4.776, 0.832, -1.768], [-4.484, 0.148, -2.391], [2.026, -2.957, -1.543], [1.434, -1.566, -1.046], [1.308, -2.330, -1.635], [-2.969, 2.931, -1.203], [-3.818, 3.167, 0.000], [-3.535, 2.436, -0.565], [4.735, 1.623, -0.040], [4.627, 2.151, -1.469], [4.445, 2.394, -0.538], [-1.752, 0.326, -4.088], [-2.934, 0.637, -3.297], [-1.956, 0.701, -3.225], [2.175, 0.584, -0.221], [2.248, -0.711, 0.649], [1.657, -0.161, 0.086], [-2.125, 2.661, -3.158], [-1.953, 4.170, -3.201], [-2.592, 3.490, -2.962], [3.098, -2.736, 1.853], [3.509, -2.157, 0.522], [3.346, -1.905, 1.438], [-0.306, 2.405, -1.925], [1.061, 2.572, -0.970], [0.118, 2.458, -1.075], [4.088, -1.882, -3.220], [5.201, -2.126, -2.262], [4.320, -1.746, -2.290], [-0.911, -3.248, -2.251], [-1.702, -2.687, -3.414], [-1.799, -3.225, -2.630]], "charge": 1, "orbital_gap_ha": 0.3354}

Calculated relative energy (zero: lowest compared OMol25 entry of this formula, charge and spin) in order - 721.9 268.9 kJ/mol
Calculated largest force on an atom in order - 5.21 2.63 eV/A